ORCA calculation (ωB97M-V/def2-TZVPD) on 2 unconnected molecules or ions with the total composition C10H16P2 at a distorted geometry.

The energy relative to the best compared isomer or geometry (same formula, charge and spin) is 89.3 kcal/mol. As for the strongest force on any atom: 0.0762 Eh/bohr. Its multiplicity is 1. The value obtained for the orbital gap is 8.28 eV. Its net charge is 0.

Each atom is followed by the atoms it is bonded to, with distances in Å.
Geometry (Å):
1 C 1.91 0.98 0.40  C3 1.367, C4 1.389, H13 1.069
2 C 1.58 -1.18 -0.64  C3 1.445, C5 1.425, H14 1.127
3 C 2.46 -0.16 -0.11  C1 1.367, C2 1.445, C7 1.557
4 C 0.53 1.13 0.43  C1 1.389, C6 1.399, C8 1.519
5 C 0.17 -1.10 -0.49  C2 1.425, C6 1.353, C9 1.435
6 C -0.29 0.08 0.00  C4 1.399, C5 1.353
7 C 4.01 -0.30 -0.12  C3 1.557, H15 1.101, H16 1.114, H17 1.048
8 C -0.01 2.45 0.96  C4 1.519, H18 1.135, H19 1.120, H20 1.015
9 C -0.64 -2.11 -1.10  C5 1.435, H21 1.102, H22 1.156, H23 1.139
10 C -2.67 0.37 0.16  P11 1.771, P12 1.905, H24 1.031
11 P -2.86 -1.17 1.02  C10 1.771, H25 1.440, H26 1.325
12 P -3.67 0.66 -1.43  C10 1.905, H27 1.451, H28 1.497
13 H 2.51 1.82 0.68  C1 1.069
14 H 2.13 -2.00 -1.18  C2 1.127
15 H 4.36 -1.02 -0.88  C7 1.101
16 H 4.41 0.74 -0.18  C7 1.114
17 H 4.30 -0.76 0.77  C7 1.048
18 H -0.67 2.95 0.19  C8 1.135
19 H -0.52 2.17 1.92  C8 1.120
20 H 0.73 3.05 1.28  C8 1.015
21 H -0.74 -3.03 -0.52  C9 1.102
22 H -1.76 -1.87 -1.00  C9 1.156
23 H -0.20 -2.34 -2.13  C9 1.139
24 H -2.51 1.31 0.55  C10 1.031
25 H -3.96 -1.00 1.94  P11 1.440
26 H -1.93 -0.82 1.89  P11 1.325
27 H -2.49 1.22 -2.07  P12 1.451
28 H -3.58 -0.77 -1.86  P12 1.497